(1)
Below is C2H5N3S2 as an isolated structure, with properties calculated with the ωB97M-V functional and the def2-TZVPD basis.

```
12
Properties=species:S:1:pos:R:3:forces:R:3
C -1.1619 -0.5282 -0.0282 0.1601 -2.6104 -0.0447
C 1.7853 -0.3354 -0.3642 -0.0598 1.1730 2.1820
H -0.8120 0.2793 1.7859 1.4485 -0.6732 0.8054
H -2.1215 0.9915 1.1510 2.5804 -2.0495 -1.8704
H -1.8942 -1.5566 -1.5170 -1.1847 1.6119 3.1987
H 2.1006 1.7697 -0.3165 -3.3179 -3.5932 -2.3242
H 0.3509 1.1092 -0.5488 -0.3309 0.0509 0.1234
N -1.1710 0.4239 0.8825 -3.9567 5.2137 2.7621
N -2.2150 -0.9420 -0.5949 1.6414 -1.6374 -4.1624
N 1.2976 0.8782 -0.7819 5.0581 3.1392 1.7270
S 0.4842 -1.4194 0.1547 -0.3339 -0.8362 -1.1427
S 3.3570 -0.6702 0.1774 -1.7046 0.2113 -1.2542
```
Positions in Å, forces in eV/Å.

For the energy above the lowest of the compared OMol25 structures with the same formula, charge and spin, the calculation gives 3.266 eV. For the HOMO energy, the calculation gives -8.72 eV. Its HOMO-LUMO gap is 8.47 eV.


(2)
Below is a 3-piece molecular cluster, C6H9N3 overall, with properties calculated with the ωB97M-V functional and the def2-TZVPD basis.

```
18
Properties=species:S:1:pos:R:3:forces:R:3
C 35.0498 9.0470 -3.9275 -0.4334 -0.1091 -0.5064
C 35.5319 8.6185 -5.2325 1.3934 -0.4619 -1.2235
N 35.8357 8.1857 -6.2637 -0.3559 0.6152 1.1740
H 35.0695 10.1256 -3.7715 -0.0769 -0.0880 -0.3084
H 35.5508 8.5789 -3.0801 -0.0908 -0.2507 -0.2949
H 34.0344 8.6833 -4.0844 -0.4441 0.2958 1.1631
C 27.6889 13.5103 -0.9223 1.5263 -1.3209 -0.0955
C 28.6397 12.3185 -0.8482 -0.0690 0.1058 -0.1015
N 29.3113 11.3728 -0.8460 -0.8462 1.3082 0.0531
H 27.3766 13.7789 0.0869 -0.3743 -0.2278 -0.2332
H 26.9152 13.1917 -1.6209 -0.3221 0.2841 0.4220
H 28.2060 14.3725 -1.3435 0.0964 -0.1544 -0.0429
C 29.7305 13.3267 8.7365 -0.4915 -0.3281 -0.8408
C 29.2139 13.5977 7.3813 -1.0564 0.3481 -2.5027
N 28.8007 13.7822 6.2985 1.1020 -0.4271 2.8519
H 30.7179 12.8812 8.6147 0.1759 0.4696 0.3186
H 29.1133 12.5481 9.1847 -0.1287 0.1583 0.0964
H 29.6695 14.2437 9.3227 0.3955 -0.2174 0.0706
```
Positions in Å, forces in eV/Å.

For the energy above the lowest of the compared OMol25 structures with the same formula, charge and spin, the calculation gives 0.935 eV. The SMILES is CC#N.CC#N.CC#N. For the HOMO energy, the calculation gives -11.51 eV. Its HOMO-LUMO gap is 12.25 eV.